Entry 1:
{"formula": "C4H4O2", "method": "ωB97M-V/def2-TZVPD", "elements": ["O", "C", "C", "C", "C", "O", "H", "H", "H", "H"], "xyz": [[-1.682, -0.869, -1.699], [-1.870, 0.226, -1.222], [-0.793, 0.861, -0.478], [0.239, 0.696, 0.127], [1.384, -0.141, 0.481], [1.336, -0.667, 1.787], [-2.835, 0.738, -1.299], [1.270, -0.958, -0.245], [2.333, 0.360, 0.276], [0.619, -0.245, 2.273]], "e_lumo_ev": -0.111, "e_above_lowest_kcal_mol": 64.81, "homo_energy_ev": -10.273, "spin_multiplicity": 1, "energy_ha": -305.17618, "smiles": "O=CC#CCO", "charge": 0}

Entry 2:
{"formula": "C19H14HfN3O10S3", "method": "ωB97M-V/def2-TZVPD", "elements": ["Hf", "O", "C", "C", "N", "C", "C", "O", "O", "C", "C", "O", "O", "H", "H", "H", "H", "H", "H", "H", "H", "H", "O", "C", "C", "O", "C", "C", "O", "C", "O", "O", "S", "C", "S", "C", "N", "N", "C", "C", "C", "C", "C", "C", "S", "H", "H", "H", "H", "H"], "xyz": [[-0.336, -0.718, 1.455], [-2.552, -1.434, 1.965], [-3.131, -0.765, 3.092], [-2.215, -1.135, 4.234], [-0.823, -0.803, 3.879], [0.116, -1.817, 4.401], [0.444, -2.927, 3.390], [0.850, -3.999, 3.767], [0.282, -2.572, 2.143], [-0.433, 0.543, 4.324], [0.910, 0.919, 3.685], [1.667, 1.690, 4.224], [1.136, 0.304, 2.554], [-3.022, -1.278, 1.129], [-4.142, -1.138, 3.268], [-3.160, 0.311, 2.908], [-2.274, -2.212, 4.392], [-2.510, -0.639, 5.164], [-0.255, -2.302, 5.307], [1.063, -1.333, 4.646], [-0.315, 0.609, 5.410], [-1.184, 1.263, 3.991], [0.582, 5.007, -0.302], [0.281, 3.863, -0.119], [-0.857, 3.350, 0.777], [-1.649, 4.032, 1.387], [-0.747, 1.899, 0.729], [0.322, 1.481, -0.043], [0.661, 0.225, -0.151], [0.983, 2.624, -0.694], [1.876, 2.611, -1.503], [-1.508, 1.020, 1.374], [-1.574, 1.220, -5.351], [-1.206, 0.203, -4.087], [-2.317, -0.198, -2.810], [-1.117, -1.206, -2.071], [-0.005, -1.265, -2.713], [-0.063, -0.467, -3.837], [1.149, -0.367, -4.588], [1.145, -0.591, -5.955], [2.342, -0.500, -6.649], [3.517, -0.193, -5.981], [3.502, 0.028, -4.610], [2.314, -0.056, -3.903], [-1.457, -2.078, -0.596], [0.219, -0.819, -6.460], [2.355, -0.670, -7.717], [4.447, -0.121, -6.530], [4.414, 0.278, -4.086], [2.277, 0.126, -2.838]], "e_lumo_ev": 2.116, "homo_energy_ev": -5.624, "spin_multiplicity": 1, "energy_ha": -2892.03931, "charge": -1}

Entry 3:
{"formula": "C3H2N2O2", "method": "ωB97M-V/def2-TZVPD", "elements": ["O", "C", "C", "N", "C", "N", "O", "H", "H"], "xyz": [[-1.264, 0.183, -1.350], [-1.463, -0.390, -0.321], [0.254, 1.963, 1.005], [0.876, 1.070, 0.547], [1.389, -0.075, -0.012], [0.743, -1.163, -0.150], [-0.547, -1.092, 0.399], [-2.409, -0.443, 0.234], [2.419, -0.054, -0.351]], "e_lumo_ev": -0.248, "e_above_lowest_kcal_mol": 71.93, "homo_energy_ev": -11.217, "spin_multiplicity": 1, "energy_ha": -375.39690, "charge": 0}

Entry 4:
{"formula": "C3H7Cl4NO2", "method": "ωB97M-V/def2-TZVPD", "elements": ["C", "N", "O", "O", "H", "H", "H", "Cl", "C", "Cl", "H", "H", "Cl", "C", "Cl", "H", "H"], "xyz": [[-1.465, -1.434, 2.649], [-2.258, -1.698, 1.423], [-3.401, -2.063, 1.554], [-1.738, -1.541, 0.333], [-2.221, -1.406, 3.429], [-1.007, -0.457, 2.544], [-0.776, -2.258, 2.793], [3.294, 0.568, -4.602], [3.472, 0.737, -2.850], [3.857, -0.837, -2.081], [4.288, 1.397, -2.592], [2.492, 1.021, -2.492], [-1.854, 2.709, 0.814], [-0.946, 1.416, -0.028], [0.390, 2.133, -0.932], [-0.506, 0.801, 0.742], [-1.621, 0.913, -0.704]], "e_lumo_ev": -0.019, "e_above_lowest_kcal_mol": 4.62, "homo_energy_ev": -10.974, "spin_multiplicity": 1, "energy_ha": -2164.39973, "smiles": "C[N+](=O)[O-].ClCCl.ClCCl", "charge": 0}

Entry 5:
{"formula": "C17H19N5O4S", "method": "ωB97M-V/def2-TZVPD", "elements": ["C", "S", "O", "O", "C", "C", "N", "C", "C", "N", "O", "N", "O", "H", "H", "H", "H", "H", "C", "N", "C", "C", "C", "C", "C", "C", "C", "C", "N", "C", "C", "C", "H", "H", "H", "H", "H", "H", "H", "H", "H", "H", "H", "H", "H", "H"], "xyz": [[-5.066, -4.463, 1.677], [-3.720, -3.551, 1.006], [-4.191, -2.604, 0.037], [-2.769, -4.510, 0.516], [-2.914, -2.770, 2.478], [-1.525, -3.229, 2.520], [-0.429, -3.543, 2.631], [-2.887, -1.215, 2.674], [-3.358, -0.394, 1.541], [-3.682, 0.290, 0.680], [-3.542, -0.853, 3.869], [-5.018, -0.987, 3.688], [-5.501, -1.282, 4.678], [-5.867, -3.809, 2.015], [-4.692, -5.121, 2.459], [-5.394, -5.069, 0.833], [-3.402, -3.206, 3.351], [-1.853, -0.927, 2.851], [-1.377, -1.570, -1.942], [-0.292, -0.570, -1.784], [0.231, -0.372, -0.563], [1.260, 0.520, -0.371], [1.770, 1.223, -1.460], [1.202, 1.011, -2.711], [0.169, 0.107, -2.844], [2.909, 2.165, -1.299], [4.079, 1.993, -2.031], [5.110, 2.897, -1.890], [4.998, 3.943, -1.059], [3.884, 4.123, -0.329], [2.827, 3.249, -0.426], [6.098, 4.933, -0.942], [-2.207, -1.302, -1.289], [-0.983, -2.548, -1.673], [-1.707, -1.573, -2.975], [-0.189, -0.958, 0.242], [1.667, 0.642, 0.623], [1.545, 1.543, -3.587], [-0.304, -0.092, -3.794], [4.206, 1.158, -2.706], [6.037, 2.803, -2.438], [3.865, 4.986, 0.322], [1.940, 3.433, 0.165], [6.409, 4.989, 0.098], [5.735, 5.898, -1.284], [6.930, 4.611, -1.559]], "e_lumo_ev": -7.587, "homo_energy_ev": -15.268, "spin_multiplicity": 1, "energy_ha": -1631.41122, "charge": 2}

Entry 6:
{"formula": "H23O11", "method": "ωB97M-V/def2-TZVPD", "elements": ["O", "H", "H", "O", "H", "H", "O", "H", "H", "O", "H", "H", "O", "H", "H", "O", "H", "H", "O", "H", "O", "H", "H", "O", "H", "H", "O", "H", "H", "O", "H", "H", "H", "H"], "xyz": [[-0.181, 1.533, -3.825], [-0.285, 2.418, -3.690], [0.251, 1.541, -4.696], [-2.474, -1.570, 3.526], [-2.812, -0.733, 3.886], [-0.279, 1.369, -1.837], [-2.944, -0.318, -2.654], [-1.659, -2.414, -0.503], [3.650, -3.028, 1.422], [2.517, 0.336, -2.155], [2.526, 1.324, -2.350], [0.318, -2.787, 4.180], [1.199, 1.669, 3.137], [1.970, 0.985, 2.922], [3.260, -0.166, -2.191], [-0.868, 0.664, 1.037], [-0.375, -0.281, 1.025], [-3.752, -0.939, -2.699], [-0.397, 3.611, -1.910], [-3.203, 0.534, -2.246], [1.213, -3.101, 3.954], [1.373, -2.738, 2.959], [-3.187, -1.735, 2.836], [-0.731, 0.652, -1.419], [0.482, 4.185, -1.861], [-1.236, 0.633, 0.088], [-1.245, -1.956, 0.213], [-0.805, 0.058, -2.292], [-1.007, -2.570, 1.084], [3.669, -2.387, 0.709], [4.628, -2.236, 0.923], [0.010, 1.172, 1.042], [1.568, 2.138, 3.699], [-1.196, 4.138, -2.314]], "e_lumo_ev": -3.082, "e_above_lowest_kcal_mol": 150.28, "homo_energy_ev": -13.823, "spin_multiplicity": 1, "energy_ha": -841.04270, "charge": 1}